[1]
{"formula": "H21O11", "method": "ωB97M-V/def2-TZVPD", "energy_ha": -840.2749, "e_above_lowest_ev": 1.890, "homo_lumo_gap_ev": 8.64, "e_lumo_ha": 0.107, "charge": -1, "symbols": ["O", "H", "H", "O", "H", "H", "O", "H", "H", "O", "H", "H", "O", "H", "H", "O", "H", "H", "O", "H", "O", "H", "H", "O", "H", "H", "O", "H", "H", "O", "H", "H"], "xyz": [[-4.05, -0.66, 1.66], [-3.57, -0.41, 2.42], [-3.49, -0.18, 1.02], [2.42, -1.80, -3.86], [1.91, -2.56, -3.57], [1.77, -1.31, -4.37], [-3.30, 0.83, -1.70], [1.52, 4.12, 2.18], [2.99, 0.10, 1.31], [-0.20, 2.36, -1.87], [-0.31, 3.19, -1.41], [0.38, 1.68, -1.50], [0.34, -2.64, 0.99], [0.17, -1.72, 0.77], [-1.84, 1.35, 1.85], [2.37, 0.82, 1.40], [1.77, 0.63, 0.62], [-1.46, 1.18, 0.39], [-2.22, 1.37, 0.96], [-3.36, 0.72, -0.75], [1.81, 4.02, 1.26], [-2.44, 0.94, -2.09], [2.50, 3.37, 1.48], [1.40, -2.44, 3.48], [1.89, -2.02, 2.76], [0.96, -3.11, 2.92], [1.32, -0.24, -0.75], [0.08, -3.26, 0.31], [2.18, -0.44, -1.10], [-0.81, -1.42, -1.36], [-0.75, -1.55, -2.30], [0.04, -0.89, -1.12]]}

[2]
{"formula": "C4H6NS", "method": "ωB97M-V/def2-TZVPD", "energy_ha": -608.6211, "e_above_lowest_ev": 1.148, "homo_lumo_gap_ev": 9.94, "e_lumo_ha": -0.203, "charge": 1, "symbols": ["C", "C", "C", "C", "N", "S", "H", "H", "H", "H", "H", "H"], "xyz": [[-0.39, -1.20, 0.00], [2.90, 0.24, 0.23], [-1.69, -1.60, -0.08], [2.29, 1.18, 1.09], [0.76, -0.95, 0.08], [3.80, -0.60, -0.65], [-2.02, -1.32, -1.10], [-2.28, -1.07, 0.65], [-1.75, -2.73, 0.06], [1.43, 1.75, 0.69], [3.13, 1.98, 1.42], [1.95, 0.64, 1.94]]}

[3]
{"formula": "C3H4N2OS", "method": "ωB97M-V/def2-TZVPD", "energy_ha": -699.6406, "e_above_lowest_ev": 0.857, "homo_lumo_gap_ev": 7.98, "smiles": "Oc1[nH]cnc1S", "e_lumo_ha": 0.010, "symbols": ["C", "C", "C", "H", "H", "H", "H", "N", "N", "O", "S"], "xyz": [[-0.55, 0.71, -0.27], [1.41, 0.40, 0.53], [-0.42, -0.64, -0.14], [-1.43, 2.75, -0.72], [2.41, 0.54, 0.95], [1.31, -1.74, 0.69], [-0.91, -2.49, -0.22], [0.59, 1.35, 0.16], [0.85, -0.83, 0.38], [-1.29, -1.62, -0.44], [-1.96, 1.57, -0.89]]}

[4]
{"formula": "C20H40P2PbSi", "method": "ωB97M-V/def2-TZVPD", "energy_ha": -1950.0820, "e_above_lowest_ev": 10.742, "homo_lumo_gap_ev": [4.64, 6.09], "e_lumo_ha": [-0.323, -0.270], "charge": 2, "symbols": ["P", "P", "C", "C", "H", "H", "H", "H", "C", "H", "H", "H", "C", "H", "H", "H", "C", "H", "H", "H", "C", "H", "H", "H", "Pb", "C", "C", "C", "C", "C", "C", "C", "C", "C", "H", "H", "H", "H", "H", "H", "H", "H", "H", "H", "H", "H", "H", "H", "H", "C", "Si", "C", "C", "C", "C", "H", "H", "H", "H", "H", "H", "H", "H", "H"], "xyz": [[0.19, -1.48, 0.15], [-0.09, 1.60, 0.25], [-0.17, -0.60, -1.45], [0.36, 0.84, -1.39], [-1.27, -0.59, -1.56], [0.23, -1.15, -2.31], [1.46, 0.83, -1.43], [0.00, 1.44, -2.23], [-1.74, 2.35, -0.09], [-2.01, 2.99, 0.76], [-2.49, 1.56, -0.16], [-1.74, 2.94, -1.01], [0.99, 3.08, 0.33], [0.95, 3.68, -0.58], [2.02, 2.76, 0.52], [0.67, 3.70, 1.18], [-0.88, -2.97, 0.06], [-0.65, -3.69, 0.86], [-0.76, -3.44, -0.91], [-1.92, -2.65, 0.16], [1.86, -2.20, -0.14], [2.61, -1.40, -0.11], [1.92, -2.72, -1.11], [2.08, -2.91, 0.66], [0.00, 0.00, 1.85], [0.58, 1.76, -5.43], [-0.74, 1.81, -5.18], [-1.86, 0.99, -5.76], [-1.49, -0.34, -6.46], [-0.76, -1.31, -5.56], [0.54, -1.37, -5.26], [1.68, -0.51, -5.74], [1.33, 0.86, -6.37], [0.04, -1.49, 3.36], [1.20, 2.46, -4.86], [-1.07, 2.54, -4.45], [-2.44, 1.61, -6.46], [-2.56, 0.75, -4.94], [-2.42, -0.80, -6.80], [-0.91, -0.13, -7.37], [-1.41, -2.03, -5.06], [0.84, -2.15, -4.57], [2.29, -1.08, -6.46], [2.35, -0.33, -4.88], [2.28, 1.35, -6.63], [0.79, 0.71, -7.30], [0.70, -1.18, 4.17], [0.36, -2.48, 3.01], [-0.98, -1.59, 3.77], [-1.52, 0.88, 7.65], [0.00, 0.00, 7.03], [1.52, 0.88, 7.65], [0.00, -1.76, 7.65], [0.00, 0.00, 5.16], [0.00, 0.00, 3.85], [-1.53, 0.88, 8.76], [-2.43, 0.36, 7.28], [-1.52, 1.93, 7.28], [1.52, 0.88, 8.76], [2.43, 0.36, 7.28], [1.52, 1.93, 7.28], [-0.91, -2.28, 7.27], [0.91, -2.28, 7.27], [0.00, -1.76, 8.75]]}

[5]
{"formula": "C22H22BF3NO8P", "method": "ωB97M-V/def2-TZVPD", "energy_ha": -2173.9688, "homo_lumo_gap_ev": 7.22, "smiles": "CCOB(O)c1cc2c(c([PH2]=N)c1C[C@H](O)C(F)(F)F)C(=O)c1ccccc1C2=O.O=C1OCCO1", "e_lumo_ha": -0.031, "symbols": ["C", "C", "O", "B", "O", "C", "C", "C", "C", "C", "P", "N", "C", "C", "C", "O", "C", "F", "F", "F", "C", "O", "C", "C", "C", "C", "C", "C", "C", "O", "H", "H", "H", "H", "H", "H", "H", "H", "H", "H", "H", "H", "H", "H", "H", "H", "H", "H", "C", "C", "O", "C", "O", "O", "H", "H", "H", "H"], "xyz": [[2.51, -3.32, 1.78], [2.53, -2.25, 0.60], [1.38, -2.37, -0.29], [0.30, -1.60, 0.14], [-0.27, -1.83, 1.42], [-0.40, -0.45, -0.76], [0.53, 0.58, -1.27], [0.01, 1.67, -2.06], [-1.44, 1.72, -2.37], [-2.37, 0.69, -1.86], [-4.17, 0.91, -2.30], [-4.51, 0.29, -3.73], [-1.84, -0.41, -1.03], [-2.82, -1.47, -0.45], [-2.55, -2.94, -0.96], [-1.93, -2.88, -2.23], [-3.83, -3.87, -0.92], [-4.84, -3.41, -0.13], [-3.43, -5.13, -0.49], [-4.33, -4.05, -2.18], [-1.91, 2.95, -3.22], [-2.69, 2.89, -4.13], [-1.21, 4.30, -2.83], [-2.01, 5.51, -2.76], [-1.29, 6.73, -2.34], [0.13, 6.67, -2.00], [0.93, 5.44, -2.09], [0.23, 4.25, -2.51], [0.90, 2.84, -2.61], [1.99, 2.66, -3.08], [2.69, -2.81, 2.76], [1.51, -3.81, 1.85], [3.35, -4.06, 1.64], [3.43, -2.37, -0.05], [2.55, -1.24, 1.10], [-0.73, -2.69, 1.34], [1.61, 0.52, -1.02], [-4.40, 2.33, -2.42], [-5.04, 0.31, -1.35], [-3.68, -0.15, -4.13], [-3.87, -1.18, -0.70], [-2.75, -1.39, 0.67], [-1.81, -3.41, -0.24], [-1.24, -3.57, -2.26], [-3.10, 5.51, -3.00], [-1.83, 7.70, -2.25], [0.58, 7.64, -1.66], [2.01, 5.43, -1.81], [5.69, -1.66, 5.88], [4.48, -0.88, 6.33], [3.44, -1.43, 5.52], [3.83, -2.67, 5.14], [3.12, -3.46, 4.60], [5.13, -2.90, 5.46], [6.41, -1.81, 6.68], [6.20, -1.20, 5.03], [4.24, -1.05, 7.38], [4.59, 0.19, 6.16]]}

[6]
{"formula": "C3H3IrO3", "method": "ωB97M-V/def2-TZVPD", "energy_ha": -445.5612, "e_above_lowest_ev": 1.714, "multiplicity": 6, "homo_lumo_gap_ev": [9.74, 4.96], "e_lumo_ha": [-0.165, -0.339], "charge": 1, "symbols": ["C", "C", "O", "O", "C", "H", "H", "H", "O", "Ir"], "xyz": [[1.16, -0.45, -0.34], [-1.16, -0.43, 0.06], [-0.08, -0.76, -0.74], [1.41, 0.77, -0.15], [-1.73, 0.77, -0.05], [-1.63, -1.28, 0.56], [-1.98, 0.91, 1.06], [-1.24, 1.60, -0.56], [2.02, -1.34, -0.16], [3.24, 0.20, 0.32]]}

[7]
{"formula": "C25H37BN6PbS4Te", "method": "ωB97M-V/def2-TZVPD", "energy_ha": -3382.0168, "homo_lumo_gap_ev": 6.67, "e_lumo_ha": 0.012, "symbols": ["Pb", "C", "C", "C", "C", "N", "C", "C", "N", "B", "N", "C", "C", "N", "C", "S", "C", "C", "C", "C", "N", "C", "C", "N", "C", "S", "C", "C", "C", "C", "C", "S", "H", "H", "H", "H", "H", "H", "H", "H", "H", "H", "H", "H", "H", "H", "H", "H", "H", "H", "H", "H", "H", "H", "H", "H", "H", "H", "H", "H", "H", "H", "H", "H", "H", "H", "Te", "C", "C", "C", "C", "S", "H", "H", "H"], "xyz": [[0.17, 1.38, -0.86], [0.79, -1.75, -5.04], [1.91, -2.12, -4.06], [2.67, -3.36, -4.55], [2.89, -0.96, -3.99], [1.25, -2.48, -2.76], [0.37, -3.55, -2.74], [-0.12, -3.66, -1.50], [0.45, -2.66, -0.74], [-0.01, -2.56, 0.74], [-1.44, -2.00, 0.93], [-2.07, -2.26, 2.13], [-3.26, -1.63, 2.13], [-3.38, -0.99, 0.91], [-2.26, -1.23, 0.17], [-1.91, -0.66, -1.41], [-4.57, -0.16, 0.53], [-5.25, -0.77, -0.70], [-5.56, -0.16, 1.68], [-4.14, 1.29, 0.28], [1.02, -1.78, 1.62], [2.15, -2.44, 2.03], [2.90, -1.57, 2.72], [2.22, -0.36, 2.76], [1.06, -0.51, 2.06], [-0.14, 0.70, 1.73], [2.83, 0.80, 3.50], [4.04, 1.26, 2.69], [1.87, 1.97, 3.69], [3.25, 0.31, 4.89], [1.30, -1.94, -1.50], [2.28, -0.63, -0.96], [1.23, -1.42, -5.98], [0.19, -0.93, -4.63], [0.12, -2.59, -5.25], [3.17, -3.12, -5.49], [2.02, -4.21, -4.72], [3.44, -3.64, -3.82], [3.31, -0.84, -4.99], [3.70, -1.15, -3.29], [2.40, -0.03, -3.71], [0.15, -4.14, -3.61], [-0.83, -4.35, -1.09], [-0.02, -3.69, 1.17], [-1.60, -2.85, 2.90], [-4.01, -1.60, 2.89], [-5.57, -1.79, -0.48], [-4.58, -0.78, -1.56], [-6.13, -0.18, -0.95], [-5.93, -1.16, 1.91], [-6.42, 0.44, 1.39], [-5.14, 0.29, 2.59], [-3.54, 1.38, -0.63], [-3.56, 1.67, 1.12], [-5.03, 1.92, 0.16], [2.34, -3.47, 1.77], [3.86, -1.71, 3.18], [3.73, 1.54, 1.68], [4.80, 0.48, 2.61], [4.48, 2.14, 3.16], [1.64, 2.48, 2.76], [2.37, 2.69, 4.35], [0.94, 1.66, 4.16], [4.01, -0.46, 4.86], [2.38, -0.07, 5.43], [3.65, 1.15, 5.45], [0.02, 3.88, 0.64], [-0.11, 5.71, -0.42], [-0.85, 6.09, -1.50], [-0.69, 7.46, -1.84], [0.18, 8.11, -1.02], [0.79, 7.05, 0.18], [-1.50, 5.41, -2.03], [-1.19, 7.94, -2.67], [0.49, 9.14, -1.04]]}

[8]
{"formula": "C4H21AgN6O10", "method": "ωB97M-V/def2-TZVPD", "energy_ha": -1392.5053, "multiplicity": 2, "homo_lumo_gap_ev": 3.36, "e_lumo_ha": -0.266, "charge": 1, "symbols": ["Ag", "O", "C", "O", "O", "H", "O", "H", "H", "O", "H", "H", "O", "H", "H", "O", "H", "H", "C", "O", "N", "N", "H", "H", "H", "H", "C", "O", "N", "N", "H", "H", "H", "H", "C", "O", "N", "N", "H", "H", "H", "H"], "xyz": [[-27.49, -1.64, -6.38], [-29.27, -1.81, -12.36], [-28.24, -2.28, -11.81], [-27.76, -1.75, -10.78], [-27.67, -3.18, -12.43], [-28.97, -2.32, -13.12], [-23.78, -0.08, -11.37], [-24.61, -0.04, -10.90], [-23.55, -1.01, -11.37], [-25.42, -7.09, -10.73], [-25.83, -6.30, -11.08], [-25.16, -7.59, -11.51], [-29.70, 1.38, -6.72], [-29.96, 1.74, -7.57], [-30.32, 1.77, -6.10], [-28.44, 3.22, -12.71], [-28.77, 2.48, -13.23], [-29.06, 3.30, -11.99], [-25.61, 0.80, -17.14], [-25.60, 1.44, -18.24], [-26.47, -0.02, -16.69], [-24.67, 0.99, -16.29], [-26.12, -0.61, -15.95], [-27.29, -0.33, -17.20], [-23.91, 1.63, -16.44], [-24.63, 0.40, -15.47], [-29.47, -5.30, -18.54], [-29.70, -4.06, -18.58], [-29.83, -6.03, -19.58], [-28.71, -5.84, -17.70], [-29.33, -6.90, -19.60], [-29.99, -5.49, -20.42], [-28.55, -5.27, -16.88], [-28.81, -6.83, -17.52], [-34.86, -1.38, -9.30], [-34.16, -1.70, -8.41], [-34.52, -0.38, -10.07], [-36.03, -1.72, -9.67], [-33.60, 0.00, -10.18], [-35.28, -0.05, -10.66], [-36.31, -1.21, -10.50], [-36.55, -2.55, -9.42]]}

[9]
{"formula": "C4H3O3", "method": "ωB97M-V/def2-TZVPD", "energy_ha": -379.8059, "e_above_lowest_ev": 4.089, "homo_lumo_gap_ev": [6.90, 6.89], "e_lumo_ha": [0.149, 0.149], "charge": -1, "symbols": ["C", "C", "C", "C", "O", "O", "O", "H", "H", "H"], "xyz": [[-1.34, 2.37, -1.07], [-0.71, 3.60, -1.20], [-1.85, 1.47, -0.22], [0.06, -0.16, 0.10], [-2.85, 0.97, 0.12], [-0.79, 4.79, -1.23], [0.11, 2.55, -1.41], [0.67, -0.28, -0.73], [-0.81, -0.83, -0.15], [0.30, -0.24, 1.09]]}

[10]
{"formula": "C3H5FOS", "method": "ωB97M-V/def2-TZVPD", "energy_ha": -690.5710, "e_above_lowest_ev": 0.508, "homo_lumo_gap_ev": 10.20, "smiles": "C[C@@H](F)C(=O)S", "e_lumo_ha": 0.009, "symbols": ["C", "C", "C", "H", "H", "H", "H", "H", "O", "F", "S"], "xyz": [[2.15, 0.11, 0.48], [0.93, -0.16, -0.41], [-0.21, 0.71, 0.05], [2.05, -0.33, 1.53], [2.20, 1.21, 0.50], [3.07, -0.17, 0.13], [1.12, 0.10, -1.49], [-2.62, 0.49, 0.32], [-0.30, 1.89, -0.25], [0.57, -1.44, -0.32], [-1.61, -0.46, 0.19]]}

[11]
{"formula": "C11H20F6LiO9P", "method": "ωB97M-V/def2-TZVPD", "energy_ha": -2056.6864, "homo_lumo_gap_ev": 10.90, "e_lumo_ha": 0.004, "symbols": ["Li", "P", "F", "F", "F", "F", "F", "F", "C", "C", "O", "C", "O", "O", "H", "H", "H", "H", "C", "C", "O", "C", "O", "O", "C", "H", "H", "H", "H", "H", "H", "H", "H", "C", "C", "O", "C", "O", "O", "C", "H", "H", "H", "H", "H", "H", "H", "H"], "xyz": [[0.73, -0.16, 0.43], [2.55, -2.13, 1.13], [1.98, -3.39, 1.94], [3.73, -1.95, 2.25], [3.47, -2.99, 0.10], [3.00, -0.72, 0.36], [1.38, -2.26, 0.08], [1.70, -1.08, 2.04], [-4.00, -1.84, -0.06], [-4.31, -1.71, 1.41], [-3.12, -1.11, 1.92], [-2.11, -1.38, 1.05], [-0.95, -0.94, 1.18], [-2.60, -2.06, 0.00], [-4.08, -0.92, -0.65], [-4.35, -2.78, -0.49], [-4.47, -2.66, 1.91], [-5.19, -1.11, 1.63], [4.56, 2.24, 0.71], [3.46, 3.23, 0.21], [2.59, 3.36, 1.32], [1.37, 2.68, 1.39], [0.94, 1.78, 0.66], [0.79, 3.07, 2.51], [-0.60, 2.60, 2.79], [5.14, 2.55, 1.57], [5.20, 2.07, -0.15], [4.13, 1.25, 0.86], [2.92, 2.75, -0.61], [4.00, 4.16, 0.04], [-1.28, 2.85, 1.97], [-1.02, 2.98, 3.73], [-0.69, 1.52, 2.82], [-0.29, -2.92, -3.16], [-0.56, -1.52, -3.81], [-1.42, -0.69, -3.12], [-0.95, 0.14, -2.21], [0.15, 0.06, -1.67], [-2.00, 1.07, -1.95], [-2.08, 1.96, -0.86], [-1.19, -3.33, -2.71], [0.51, -2.94, -2.42], [0.09, -3.67, -3.86], [-1.06, -1.62, -4.77], [0.35, -0.94, -3.98], [-1.27, 2.69, -0.73], [-2.11, 1.36, 0.05], [-3.03, 2.49, -0.86]]}

[12]
{"formula": "C2H4F2S", "method": "ωB97M-V/def2-TZVPD", "energy_ha": -676.4940, "e_above_lowest_ev": 0.853, "homo_lumo_gap_ev": 9.26, "smiles": "CC(F)=S.F", "e_lumo_ha": -0.020, "symbols": ["C", "C", "F", "F", "S", "H", "H", "H", "H"], "xyz": [[-0.90, 0.20, 0.14], [0.04, -0.90, 0.06], [1.56, 1.69, -0.35], [0.94, -0.79, -0.99], [0.21, -2.23, 0.96], [-1.67, -0.22, 0.78], [-0.42, 1.04, 0.75], [-1.17, 0.41, -0.88], [1.41, 0.81, -0.48]]}